Entry 1:
Formula: C9H15CoO6
Source: the Open Molecules 2025 dataset
Level of theory: ωB97M-V with the def2-TZVPD basis set

Its expectation value of S² is 3.757. The calculation puts the LUMO energy (alpha / beta) at -4.36 / -4.49 eV. Its multiplicity is 4. As for the net charge: +1. The value obtained for the energy relative to the best compared isomer or geometry (same formula, charge and spin) is 0.000 eV. The calculation puts the orbital gap (alpha / beta) at 6.92 / 6.77 eV.

Each line ends with the Mulliken spin population.
Atoms and positions in Å:
H (-1.402, 0.630, -2.539)  0.00
H (0.024, -2.521, 2.265)  0.00
H (-1.710, -1.862, -2.171)  0.00
O (0.026, 2.317, 1.443)  0.02
O (-0.557, 0.932, -0.672)  0.03
O (2.674, 1.394, -0.238)  0.09
O (1.589, -1.047, -0.298)  0.01
H (4.248, 0.644, -1.366)  0.00
C (-1.642, -1.148, -1.330)  0.00
C (-0.863, 0.066, -1.766)  -0.01
O (-2.876, -0.754, -0.872)  0.00
H (-1.058, -1.706, -0.440)  0.00
C (3.287, 0.424, -0.881)  -0.02
C (-0.989, 2.659, 0.859)  0.00
H (-2.492, 1.480, -0.037)  0.00
H (-1.695, 2.605, -1.143)  0.00
H (0.102, -0.248, -2.182)  0.00
O (0.249, -0.542, 1.878)  0.03
Co (1.003, 0.761, 0.493)  2.79
H (2.337, -2.361, 1.142)  0.00
H (-4.299, -0.968, 0.562)  0.00
C (2.856, -0.854, -0.871)  0.02
C (-3.315, -1.381, 0.314)  0.00
H (1.103, -3.043, 0.043)  0.00
C (-1.512, 1.901, -0.314)  0.00
C (0.334, -1.739, 1.550)  0.00
C (1.413, -2.134, 0.583)  0.00
H (3.301, -1.702, -1.386)  0.00
H (-1.613, 3.483, 1.243)  0.00
H (-3.397, -2.471, 0.177)  0.00
H (-2.616, -1.150, 1.133)  0.00

=====

Entry 2:
Formula: C9H15F2N4
Source: the Open Molecules 2025 dataset
Level of theory: ωB97M-V with the def2-TZVPD basis set

The calculation puts the LUMO energy at -4.45 eV. Its multiplicity is 1. As for the net charge: +1. The structure (SMILES) is FC1=[NH+][C@](F)(NC2CCCCC2)N=CN1. The value obtained for the energy relative to the best compared isomer or geometry (same formula, charge and spin) is 2.461 eV. The calculation puts the orbital gap at 7.72 eV.

Each line ends with the Mulliken charge.
Atoms and positions in Å:
N (-4.317, 0.656, 0.791)  -0.04
H (4.660, 0.036, -0.160)  0.25
H (-2.919, -1.653, -1.055)  0.36
C (-4.096, -0.444, 0.121)  0.37
H (3.500, -2.167, 0.221)  0.35
H (0.533, -0.640, -1.243)  0.57
F (-4.995, -1.385, 0.063)  -0.19
C (1.294, 1.004, -0.110)  -1.00
N (-3.041, -0.737, -0.576)  -0.10
H (0.546, 1.654, -0.619)  0.35
H (3.544, 0.278, 1.280)  0.33
N (-0.573, -0.573, 0.327)  -0.49
H (2.943, 2.140, -0.738)  0.34
F (-1.522, 0.472, -1.848)  -0.30
H (-0.715, -0.061, 1.195)  0.32
H (1.696, -1.055, 1.662)  0.27
C (-1.907, 0.128, -0.561)  0.69
C (0.694, -0.441, -0.251)  -0.21
C (3.525, 0.127, 0.152)  -0.48
C (2.727, 1.061, -0.783)  -0.66
N (-2.175, 1.299, 0.100)  -0.40
C (-3.255, 1.614, 0.652)  -0.18
H (-3.552, 2.506, 1.120)  0.47
H (1.281, 1.152, 0.895)  0.56
H (2.559, 0.576, -1.805)  0.31
C (2.989, -1.252, -0.117)  -0.79
H (1.092, -2.321, 0.386)  0.45
H (-4.995, 0.857, 1.495)  0.27
C (1.584, -1.418, 0.550)  -0.88
H (2.895, -1.413, -1.143)  0.45

=====

Entry 3:
Formula: C9H15IN
Source: the Open Molecules 2025 dataset
Level of theory: ωB97M-V with the def2-TZVPD basis set

The calculation puts the LUMO energy at -3.82 eV. Its multiplicity is 1. As for the net charge: +1. The structure (SMILES) is CC(C)\C([NH3+])=C/C=C\C=C\I. The value obtained for the energy relative to the best compared isomer or geometry (same formula, charge and spin) is 1.665 eV. The calculation puts the orbital gap at 7.64 eV.

Each line ends with the Mulliken charge.
Atoms and positions in Å:
H (-2.868, 0.540, 0.750)  0.41
H (-0.998, -2.660, 1.568)  0.39
H (0.416, -2.180, 0.865)  0.32
C (1.274, -0.552, -1.501)  -0.60
H (1.553, 1.339, -0.535)  0.58
H (-0.748, 2.377, 1.020)  0.34
C (2.017, -0.501, -2.603)  -0.58
H (-3.159, -0.988, 1.511)  0.48
H (-1.126, 0.959, 2.101)  0.14
H (-1.636, -1.125, -0.265)  0.41
N (-0.438, 1.530, 1.420)  -0.13
C (-2.414, -0.307, 1.396)  -1.73
C (-1.189, -0.770, 0.665)  0.19
C (2.777, 0.673, -2.998)  -0.28
C (0.870, 0.444, -0.576)  -0.28
H (0.642, -1.477, -1.413)  0.18
I (3.398, 3.559, -3.626)  0.11
H (-2.226, 0.123, 2.388)  0.44
H (2.208, -1.397, -3.013)  0.49
C (2.285, 1.936, -2.854)  -0.78
H (3.612, 0.428, -3.575)  0.39
H (0.424, 1.737, 1.835)  0.39
C (-0.386, -1.760, 1.488)  -1.07
H (1.371, 2.245, -2.430)  0.59
H (-0.158, -1.338, 2.425)  0.32
C (-0.232, 0.454, 0.300)  0.26

=====

Entry 4:
Formula: C9H15IN6S4SbW
Source: the Open Molecules 2025 dataset
Level of theory: ωB97M-V with the def2-TZVPD basis set

The calculation puts the LUMO energy at -12.23 eV. Its multiplicity is 1. As for the net charge: +3. The calculation puts the orbital gap at 5.16 eV.

Each line ends with the Mulliken charge.
Atoms and positions in Å:
H (-2.845, 2.134, 0.057)  0.47
C (-2.869, 1.163, -0.453)  -0.83
N (0.027, 3.605, -0.995)  -0.04
C (0.469, 4.851, -0.891)  0.00
S (4.102, 0.727, 1.802)  -0.19
H (-3.968, -2.394, 1.433)  0.35
H (-4.932, 1.671, 1.090)  0.35
N (-4.219, 0.776, -0.684)  0.23
N (-3.655, -1.551, -0.475)  0.23
N (0.096, 2.962, 0.210)  -0.26
C (-4.400, -1.629, 0.788)  -0.74
H (0.480, 5.502, -1.755)  0.50
H (-2.983, 0.996, 2.289)  0.39
N (-2.122, 0.127, 0.473)  0.15
N (-4.346, -0.320, 1.450)  0.22
H (-1.839, -2.010, 0.426)  0.34
H (-3.725, -0.493, -2.296)  0.33
H (-1.732, -1.216, -1.186)  0.49
H (-5.298, -0.801, -1.539)  0.33
H (-5.987, 0.434, 0.384)  0.32
H (-2.542, -0.744, 2.400)  0.39
Sb (2.829, -0.959, 1.947)  1.25
C (-4.260, -0.538, -1.347)  -0.74
I (1.622, 6.812, 1.210)  0.36
C (-2.299, -1.299, -0.259)  -0.72
H (0.772, 3.642, 2.118)  0.53
S (2.107, -2.922, 2.248)  -0.17
C (0.621, 3.894, 1.081)  -0.10
S (0.940, -0.180, -0.541)  -0.19
H (-0.283, 3.132, -1.832)  0.19
S (0.220, 0.616, 2.648)  -0.21
H (-2.325, 1.195, -1.405)  0.40
C (-3.041, 0.021, 1.805)  -0.68
C (0.863, 5.082, 0.434)  -0.81
H (-5.436, -1.884, 0.580)  0.31
C (-4.953, 0.702, 0.590)  -0.76
W (-0.314, 1.013, 0.648)  1.33

=====

Entry 5:
Formula: C9H15IO2
Source: the Open Molecules 2025 dataset
Level of theory: ωB97M-V with the def2-TZVPD basis set

The calculation puts the LUMO energy at 0.16 eV. Its multiplicity is 1. The structure (SMILES) is CCC[C@@H](O)/C=C(/C)O.C#CI. The value obtained for the energy relative to the best compared isomer or geometry (same formula, charge and spin) is 1.829 eV. The calculation puts the orbital gap at 8.59 eV.

Each line ends with the Mulliken charge.
Atoms and positions in Å:
H (-4.590, -0.925, 0.169)  0.36
I (5.007, -0.834, -0.850)  0.27
H (2.992, 1.337, -1.778)  0.23
H (2.721, -2.902, 1.985)  0.51
C (-3.629, -0.598, -0.306)  -1.18
H (-1.083, -1.338, -0.769)  0.38
C (3.871, -1.685, 0.552)  -0.66
H (1.891, 2.443, -2.209)  0.30
H (1.066, 3.196, 0.635)  0.33
H (1.653, -0.570, -0.800)  0.39
H (-2.512, 0.182, 1.420)  0.38
C (-1.165, -0.435, -0.217)  -0.70
C (1.522, 1.538, -0.336)  0.73
C (2.386, 2.082, -1.340)  -1.43
H (-2.512, -1.503, 1.043)  0.19
H (-0.225, 0.616, 1.336)  0.40
C (3.237, -2.261, 1.424)  -0.04
C (-2.467, -0.539, 0.563)  -0.30
H (-1.231, 0.437, -0.858)  0.33
C (0.019, -0.180, 0.745)  0.06
O (0.687, 2.371, 0.385)  -0.48
H (1.266, -1.219, 1.740)  0.27
H (-3.518, -1.563, -0.910)  0.27
H (2.875, 2.942, -0.964)  0.41
H (-3.959, 0.282, -0.982)  0.27
C (1.238, 0.215, -0.148)  -0.75
O (0.308, -1.285, 1.511)  -0.57

=====

Entry 6:
Formula: C9H15IO7S
Source: the Open Molecules 2025 dataset
Level of theory: ωB97M-V with the def2-TZVPD basis set

The calculation puts the LUMO energy at 0.60 eV. Its multiplicity is 1. The structure (SMILES) is O=S1(=O)OC[C@H](CCCI)O1.C[C@@H]1COC(=O)O1. The value obtained for the energy relative to the best compared isomer or geometry (same formula, charge and spin) is 0.971 eV. The calculation puts the orbital gap at 9.84 eV.

Each line ends with the Mulliken charge.
Atoms and positions in Å:
S (-0.460, -1.771, 0.550)  1.08
O (-2.295, 2.450, -2.456)  -0.33
C (1.460, -0.262, 2.843)  -0.66
C (0.094, 0.131, 2.186)  0.02
H (2.072, 0.636, 3.079)  0.42
O (-0.507, 2.807, -1.132)  -0.58
O (-0.670, -1.081, 2.044)  -0.40
O (-1.730, -2.453, 0.255)  -0.59
H (2.008, -0.831, 2.058)  0.27
C (-1.390, 0.731, -3.660)  0.60
H (-0.517, 0.807, 2.806)  0.43
C (2.659, -1.790, 4.482)  -1.05
C (-0.823, 0.338, -5.005)  -1.50
H (-0.287, 1.172, -5.462)  0.36
C (1.292, -1.096, 4.148)  -0.40
C (0.192, 0.662, 0.703)  -0.63
C (-1.016, 2.255, -2.054)  0.69
O (0.706, -2.651, 0.390)  -0.53
H (2.639, -2.283, 5.469)  0.46
H (-2.250, 2.547, -4.513)  0.31
H (-3.443, 1.410, -3.847)  0.32
H (-0.102, -0.473, -4.889)  0.36
H (-1.611, 0.007, -5.683)  0.39
H (-0.585, 1.446, 0.640)  0.41
H (3.434, -1.002, 4.424)  0.39
H (-1.763, -0.153, -3.135)  0.24
O (-0.389, 1.345, -2.839)  -0.33
C (-2.437, 1.810, -3.727)  -0.54
H (0.448, -1.806, 4.119)  0.33
H (1.118, 1.193, 0.415)  0.33
H (1.114, -0.387, 4.990)  0.31
I (3.188, -3.343, 3.053)  0.02
O (-0.148, -0.364, -0.250)  -0.19

=====

| no. | energy (hartree) |
| --- | --- |
| 1 | -2185.81660 |
| 2 | -770.34998 |
| 3 | -704.00458 |
| 4 | -2877.17023 |
| 5 | -799.94261 |
| 6 | -1574.47390 |